[1]
A structure of composition FHNO. Source: the OMol25 dataset; level of theory: the ωB97M-V functional and the def2-TZVPD basis.

```
! wB97M-V def2-TZVPD RIJCOSX def2/J DEFGRID3
* xyz -1 1
F -0.6316 3.2037 0.8464
O -0.8900 1.3537 2.1885
N -1.0186 1.5738 1.0340
H 0.1955 0.8282 3.5180
*
```

Summary:
Kohn-Sham gap (spin up / spin down), eV: 6.468 / 9.912
HOMO level (spin up / spin down), eV: -2.0 / -3.8
Energy relative to the best compared isomer or geometry (same formula, charge and spin), eV: 2.212
Calculated total energy, hartree: -230.3000

---

[2]
A cluster of 5 separate species, C6H22O5 in total. Source: the OMol25 dataset; level of theory: the ωB97M-V functional and the def2-TZVPD basis.

```
! wB97M-V def2-TZVPD RIJCOSX def2/J DEFGRID3
* xyz 0 1
O 7.4926 -7.3907 5.1347
O 6.9009 -2.8039 8.1512
O 6.7192 -5.6155 7.2084
O 3.1287 -6.4193 4.4149
O 4.6351 -6.1254 12.2324
C 4.9436 -4.8482 4.1689
C 6.5965 -1.8254 5.9681
C 3.8035 -5.3337 5.0366
C 5.3038 -5.8395 9.9369
C 6.0340 -1.9813 7.3736
C 4.2382 -5.5216 10.9817
H 6.6643 -7.8570 4.9654
H 2.6885 -6.9038 5.1199
H 3.1368 -4.5050 5.3102
H 5.7019 -6.8433 10.0859
H 4.5764 -4.6689 3.1541
H 5.9002 -1.4132 5.2306
H 5.3419 -3.9046 4.5360
H 8.1803 -7.9802 4.8033
H 7.3121 -5.8568 6.4786
H 6.0645 -5.0692 9.9165
H 6.9048 -3.6699 7.7144
H 3.2450 -5.9166 10.7636
H 4.7678 -5.8779 8.9844
H 4.2267 -4.4367 11.1136
H 5.0015 -2.3459 7.4154
H 4.2380 -5.6329 6.0036
H 6.3711 -6.4546 7.5220
H 3.9517 -5.9535 12.8854
H 7.3755 -1.0635 6.0150
H 6.9430 -2.7834 5.5874
H 6.0264 -1.0290 7.9078
H 5.7585 -5.5682 4.0976
*
```

Summary:
SMILES string: CCO.CCO.CCO.O.O
Kohn-Sham gap, eV: 10.003
HOMO level, eV: -9.8
Energy relative to the best compared isomer or geometry (same formula, charge and spin), eV: 1.276
Calculated total energy, hartree: -617.9527

---

[3]
A structure of composition CH3N5S. Source: the OMol25 dataset; level of theory: the ωB97M-V functional and the def2-TZVPD basis.

```
! wB97M-V def2-TZVPD RIJCOSX def2/J DEFGRID3
* xyz 0 1
S -2.2180 -0.5026 -0.0510
N 0.4806 0.0004 -0.1846
N 0.4923 1.3922 0.1122
N 1.1084 -1.9324 -0.0356
N -0.3487 -1.9385 0.1654
N 1.5235 -0.7561 -0.1524
C -0.6092 -0.7590 0.1826
H 1.0230 1.8936 -0.6009
H -2.1595 0.7902 -0.6031
H 0.7077 1.8122 1.1673
*
```

Summary:
Kohn-Sham gap, eV: 9.696
HOMO level, eV: -9.5
Energy relative to the best compared isomer or geometry (same formula, charge and spin), eV: 1.954
Calculated total energy, hartree: -711.7318

---

[4]
A structure of composition C23H23AsLaOP. Source: the OMol25 dataset; level of theory: the ωB97M-V functional and the def2-TZVPD basis.

```
! wB97M-V def2-TZVPD RIJCOSX def2/J DEFGRID3
* xyz 0 1
La 0.8100 -1.1077 -1.3530
As -0.2507 0.2849 1.0682
P -0.0530 -3.6032 -2.3672
O -0.5163 0.4407 -0.7153
C 2.4467 0.3788 -0.0260
C 4.3867 -0.5041 1.0937
C -0.5018 -2.5286 1.7631
C -0.3261 3.7464 3.3491
C 3.7744 -0.0601 -0.0824
C -2.1495 2.2720 1.7893
C -0.8200 1.8537 1.9152
C -2.6279 -3.7007 1.8088
C 1.1189 1.9890 -4.6501
C 2.2756 -0.4195 2.2776
C -3.2850 -2.5570 1.3199
C -0.2495 2.5362 -4.6093
C -2.5541 -1.3896 1.0806
C -2.5773 3.4204 2.4642
C -1.1426 1.4464 -5.0275
C -1.2399 -3.6979 1.9967
C 1.6509 0.0221 1.0936
C 3.6503 -0.6634 2.2769
C 1.0205 0.5829 -4.8610
C -1.1802 -1.3709 1.3501
C -1.6710 4.1453 3.2557
C -0.3530 0.2599 -5.1304
C 0.1027 2.5898 2.6822
H 2.0293 2.6185 -4.4875
H 0.5856 -2.5192 1.8951
H 0.3625 4.3199 3.9828
H -0.5563 3.6008 -4.3931
H 4.3354 0.1015 -1.0303
H 1.7058 -0.5742 3.2043
H -2.8226 1.6806 1.1711
H -2.2364 1.5655 -5.2056
H -0.0913 -4.1715 -1.0105
H -3.0241 -0.4901 0.6765
H -4.3687 -2.5479 1.1647
H 5.4629 -0.7150 1.0774
H 1.1393 2.2610 2.7805
H 2.0120 1.0440 -0.8112
H 1.8795 -0.0789 -5.0609
H -0.7129 -0.7107 -5.4709
H -3.6324 3.7027 2.4003
H 1.1477 -4.1547 -2.8997
H -1.1563 -4.1845 -3.0378
H -2.0178 5.0619 3.7414
H -0.7380 -4.6074 2.3616
H -3.2156 -4.6026 1.9991
H 4.1736 -0.9655 3.1896
*
```

Summary:
Kohn-Sham gap (spin up / spin down), eV: 4.220 / 4.219
HOMO level (spin up / spin down), eV: -4.8 / -4.8
Energy relative to the best compared isomer or geometry (same formula, charge and spin), eV: 1.349
Calculated total energy, hartree: -3573.8849